Computed, not measured: a structure of composition C40H86MgO24S11 in a non-equilibrium geometry, with the ωB97M-V functional and the def2-TZVPD basis.

Last column: Löwdin charge in e.
Geometry (Å):
Mg: -27.7855 6.4287 -17.1934  1.2749
C: -31.2724 5.4373 -13.2593  -0.0201
C: -30.1281 5.5211 -13.9640  -0.3701
C: -28.9035 4.6867 -13.6179  -0.3871
O: -27.8036 4.8722 -14.2899  -0.1226
C: -28.9406 3.8003 -12.6214  -0.0140
C: -30.1767 3.5621 -11.9093  -0.3531
C: -31.3545 4.5464 -12.1354  -0.3089
O: -32.3773 4.5133 -11.3683  -0.0323
O: -30.2103 2.6785 -11.0643  0.0238
O: -30.1114 6.4140 -14.9046  -0.1113
H: -32.1359 6.0200 -13.5446  0.1058
H: -28.0545 3.2156 -12.4228  0.1099
C: -21.8887 7.0020 -10.5498  -0.0268
C: -21.8986 5.6376 -11.1272  -0.3261
C: -22.5634 5.5698 -12.5124  -0.0976
O: -21.6430 5.0067 -13.4099  0.0691
C: -20.5502 4.6286 -12.7683  -0.5337
O: -19.6506 3.9940 -13.3344  0.1109
O: -20.6967 5.0194 -11.4976  0.1016
H: -21.2584 7.0664 -9.6629  0.0896
H: -22.8469 7.3996 -10.2152  0.1002
H: -21.4321 7.6833 -11.2677  0.0913
H: -22.4774 5.0161 -10.4440  0.1542
H: -22.8513 6.5072 -12.9885  0.1324
H: -23.4545 4.9428 -12.4817  0.1356
C: -33.3931 2.4113 -5.7382  -0.0157
C: -34.4383 1.7145 -6.5980  -0.3397
C: -33.8977 0.7423 -7.6538  -0.1330
O: -34.4376 -0.4839 -7.3331  0.0707
C: -35.3788 -0.2536 -6.3444  -0.5010
O: -36.0895 -1.2069 -5.9710  0.1042
O: -35.3103 0.9491 -5.8391  0.1306
H: -32.6458 3.0081 -6.2611  0.0895
H: -32.9322 1.6491 -5.1098  0.0908
H: -33.8896 3.0426 -5.0013  0.0837
H: -34.9749 2.4691 -7.1730  0.1508
H: -32.8120 0.8002 -7.5767  0.1336
H: -34.2499 1.0950 -8.6232  0.1354
C: -25.6144 2.3210 -6.7818  -0.0209
C: -26.5704 3.1252 -7.5932  -0.3217
C: -27.8752 3.5620 -6.9741  -0.1131
O: -28.0472 4.8310 -7.4927  0.0853
C: -26.8957 5.3665 -7.8669  -0.5514
O: -26.6445 6.5174 -8.1663  0.1274
O: -25.9497 4.4091 -7.7938  0.0711
H: -25.4435 2.8592 -5.8495  0.0943
H: -24.6955 2.2749 -7.3663  0.0903
H: -25.9055 1.2897 -6.5825  0.0925
H: -26.7097 2.6666 -8.5722  0.1601
H: -27.8714 3.6541 -5.8880  0.1396
H: -28.7052 2.8901 -7.1924  0.1434
C: -30.8312 9.6771 -8.8510  -0.2515
S: -32.3652 9.4352 -7.8575  0.8342
O: -32.3833 10.4644 -6.7060  -0.5969
C: -31.8949 7.7897 -7.1201  -0.2534
H: -30.5141 10.7190 -8.8068  0.0515
H: -31.1159 9.3922 -9.8639  0.0356
H: -30.0960 8.9539 -8.4981  0.0386
H: -31.7493 7.0637 -7.9200  0.0485
H: -32.7047 7.4483 -6.4753  0.0428
H: -30.9669 7.8720 -6.5543  0.0512
C: -22.8984 8.0481 -18.1072  -0.2273
S: -23.5280 6.5272 -19.0132  0.8735
O: -25.0117 6.4233 -18.6843  -0.6261
C: -23.5166 7.2352 -20.7146  -0.2543
H: -22.9193 7.8492 -17.0357  0.0437
H: -23.5790 8.8799 -18.2888  0.0528
H: -21.8698 8.2922 -18.3728  0.0519
H: -22.5434 7.5889 -21.0549  0.0551
H: -24.2663 8.0019 -20.9102  0.0565
H: -23.8443 6.4087 -21.3453  0.0411
C: -29.1375 9.5976 -22.0885  -0.2719
S: -29.0195 7.8931 -21.5064  0.8450
O: -29.0101 7.9109 -19.9829  -0.6050
C: -30.6921 7.3604 -21.9541  -0.2561
H: -29.4268 9.6495 -23.1382  0.0566
H: -28.1063 9.9444 -22.1554  0.0406
H: -29.7580 10.2946 -21.5252  0.0679
H: -30.7761 7.1020 -23.0097  0.0551
H: -31.4497 8.1176 -21.7522  0.0603
H: -30.9413 6.4482 -21.4120  0.0576
C: -23.2149 -0.0785 -12.2199  -0.2556
S: -21.9036 -0.5206 -10.9776  0.8486
O: -22.6977 -1.3534 -9.9555  -0.6084
C: -21.1002 -1.8942 -11.9088  -0.2606
H: -22.7241 0.1591 -13.1637  0.0405
H: -23.8615 0.7393 -11.9019  0.0443
H: -23.8890 -0.9191 -12.3845  0.0492
H: -21.8696 -2.6580 -12.0213  0.0462
H: -20.2838 -2.3812 -11.3754  0.0514
H: -20.8654 -1.6149 -12.9359  0.0437
C: -26.9735 -4.4848 -11.0041  -0.2670
S: -28.0528 -4.4044 -9.5105  0.8171
O: -27.2184 -5.1215 -8.4667  -0.5888
C: -27.8413 -2.6295 -9.0147  -0.2367
H: -26.9249 -5.4887 -11.4260  0.0444
H: -25.9333 -4.2662 -10.7629  0.0501
H: -27.2403 -3.8006 -11.8096  0.0408
H: -26.7578 -2.5129 -9.0399  0.0486
H: -28.2246 -2.5229 -7.9999  0.0505
H: -28.4068 -2.1060 -9.7856  0.0412
C: -34.7193 3.5045 -16.7927  -0.2529
S: -33.9047 4.5178 -18.0769  0.8195
O: -34.2649 4.0855 -19.5105  -0.5847
C: -34.6640 6.0949 -17.6802  -0.2807
H: -34.6620 4.0892 -15.8746  0.0430
H: -34.1768 2.5743 -16.6236  0.0500
H: -35.7498 3.3028 -17.0849  0.0555
H: -34.1801 6.9353 -18.1778  0.0464
H: -34.7394 6.2307 -16.6014  0.0487
H: -35.6410 6.1312 -18.1621  0.0539
C: -34.1388 10.6658 -13.0583  -0.2743
S: -35.6161 10.3941 -12.0480  0.8141
O: -36.8450 11.0631 -12.6675  -0.5776
C: -35.8097 8.5312 -12.2666  -0.2286
H: -34.6018 10.9771 -13.9947  0.0478
H: -33.6179 9.7354 -13.2846  0.0403
H: -33.3991 11.3162 -12.5915  0.0440
H: -36.6577 8.2667 -11.6349  0.0391
H: -34.9494 7.9354 -11.9617  0.0513
H: -36.1978 8.4827 -13.2840  0.0430
C: -37.8222 2.3361 -12.5012  -0.2617
S: -39.3886 1.5663 -11.8951  0.8385
O: -40.2343 2.6210 -11.1282  -0.5933
C: -40.3434 1.3333 -13.4792  -0.2494
H: -38.0590 3.3407 -12.8517  0.0491
H: -37.4622 1.7988 -13.3786  0.0453
H: -37.1457 2.4181 -11.6504  0.0451
H: -40.2694 0.3376 -13.9163  0.0393
H: -39.9240 1.9986 -14.2339  0.0373
H: -41.4043 1.5299 -13.3241  0.0497
C: -31.5269 -3.2688 -13.8120  -0.2575
S: -31.5417 -1.4168 -13.9202  0.8241
O: -31.7831 -0.8928 -15.3385  -0.5915
C: -33.0418 -1.1002 -12.8158  -0.2362
H: -31.1105 -3.6944 -14.7250  0.0469
H: -32.5448 -3.6421 -13.6996  0.0411
H: -30.9137 -3.5518 -12.9564  0.0384
H: -33.0099 -1.6833 -11.8955  0.0458
H: -33.9178 -1.5078 -13.3204  0.0418
H: -33.1942 -0.0387 -12.6208  0.0459
C: -27.2461 0.8286 -17.6983  -0.2554
S: -28.0669 1.9496 -18.9651  0.8999
O: -28.1176 3.4271 -18.5081  -0.6316
C: -26.5667 1.8886 -20.1531  -0.2319
H: -26.2245 1.0749 -17.4089  0.0533
H: -27.2412 -0.2283 -17.9650  0.0491
H: -27.8199 0.7252 -16.7773  0.0486
H: -25.9049 2.7077 -19.8716  0.0416
H: -26.7432 1.9452 -21.2272  0.0386
H: -26.0128 0.9512 -20.1016  0.0384
C: -27.1797 10.4308 -13.5139  -0.2279
S: -26.5341 10.6463 -15.2660  0.8640
O: -26.9651 9.3399 -15.9133  -0.6402
C: -27.9178 11.7856 -15.6693  -0.2634
H: -28.2681 10.3777 -13.5425  0.0496
H: -26.9205 11.2783 -12.8794  0.0494
H: -26.8278 9.5034 -13.0619  0.0564
H: -28.8807 11.3171 -15.4661  0.0615
H: -27.9054 12.2197 -16.6690  0.0500
H: -27.6214 12.6292 -15.0459  0.0441

Forces on atoms 1 to 2 (eV/Å):
-0.60 -0.55 1.57
-0.84 -1.37 1.76

Properties
Kohn-Sham gap: 3.475 eV
Total charge: 0
LUMO energy: -0.1174 hartree
Max |F|: 6.27 eV/A
E: -7960.964748 a.u.
HOMO level: -6.67 eV